No. 1
Formula: C5H14N2O
Source: the OMol25 dataset
Level of theory: wB97M-V/def2-TZVPD

Last column: Mulliken charge in e.
Geometry (Å):
N1 -1.87869 0.66583 -2.30967  -0.631
C1 -1.29166 1.44799 -1.19774  -0.742
C2 0.04280 1.00910 -0.68133  -0.592
N2 -0.00514 -0.04959 0.32881  0.303
C3 -1.27433 -0.38693 0.94409  -1.250
C4 0.97923 -1.09225 0.15349  -0.987
C5 2.19193 -0.81465 1.04133  -0.336
O1 1.70901 -1.10537 2.37483  -0.517
H1 -1.12217 0.32259 -2.88626  0.242
H2 -2.33730 -0.14908 -1.94306  0.268
H3 -1.22280 2.45203 -1.63921  0.343
H4 -2.01792 1.56863 -0.39719  0.423
H5 0.61619 1.88163 -0.31087  0.231
H6 0.69874 0.75546 -1.52987  0.358
H7 -2.00262 -0.87060 0.30471  0.305
H8 -1.60577 0.46724 1.53011  0.381
H9 -1.06859 -1.12390 1.73195  0.446
H10 1.28269 -1.26848 -0.88825  0.402
H11 0.51731 -2.02349 0.49791  0.435
H12 3.14511 -1.32397 0.90687  0.381
H13 2.40220 0.25876 0.96654  0.258
H14 2.24178 -0.62096 3.00280  0.280

Properties
**Frontier orbital gap**: 0.330 Ha
**Lowest unoccupied orbital energy**: 0.0341 hartree
**ΔE to the lowest compared entry with this formula, charge and spin**: 61.8 kcal per mole
**SMILES**: CN(CCN)CCO
**Largest force on an atom**: 1.85 eV Å⁻¹
**HOMO energy**: -8.042 eV

=====

No. 2
Formula: C5H14N2O
Source: the OMol25 dataset
Level of theory: wB97M-V/def2-TZVPD

Last column: Mulliken charge in e.
Geometry (Å):
C1 -1.04346 0.98622 -0.11652  -0.741
C2 -1.21419 0.14334 -1.37446  -0.732
C3 0.04244 -0.59896 -1.91832  -0.726
N1 1.32451 -2.55954 1.09081  -0.474
C4 0.62351 -2.22161 -0.06710  -0.077
C5 0.90625 -1.14837 -0.80119  -0.365
N2 -0.29004 2.24148 -0.20841  -0.537
H1 -0.50131 0.37357 0.60897  0.419
H2 -2.03236 1.17384 0.29978  0.480
H3 -1.75135 0.70367 -2.14690  0.380
H4 -1.91287 -0.63397 -1.10755  0.322
H5 -0.36169 -1.47161 -2.42463  0.330
H6 0.65690 0.04441 -2.54448  0.323
H7 2.01521 -1.88167 1.37105  0.202
H8 1.61854 -3.51430 1.20199  0.204
H9 -0.17968 -2.91803 -0.25791  0.347
H10 1.77440 -0.56945 -0.49502  0.200
H11 0.54728 2.09403 -0.76335  0.208
H12 -0.81291 2.95709 -0.70082  0.224
H13 -0.87800 1.81270 2.43337  0.312
H14 0.29277 2.57487 1.99515  0.371
O1 -0.17910 2.35004 2.81424  -0.669

Properties
**Frontier orbital gap**: 0.339 Ha
**Lowest unoccupied orbital energy**: 0.0356 hartree
**ΔE to the lowest compared entry with this formula, charge and spin**: 44.9 kcal per mole
**SMILES**: N/C=C/CCCN.O
**Largest force on an atom**: 1.24 eV Å⁻¹
**HOMO energy**: -8.265 eV

=====

No. 3
Formula: C5H14N2O
Source: the OMol25 dataset
Level of theory: wB97M-V/def2-TZVPD

Last column: Mulliken charge in e.
Geometry (Å):
C1 -1.09139 -1.63631 0.58345  -1.150
C2 -1.32578 0.01641 -1.20734  -1.076
N1 -0.51674 -0.45744 -0.08710  0.029
O1 -1.11993 1.24872 1.28956  -0.738
H1 -1.01427 0.88787 2.18430  0.269
H2 -1.16549 -2.46610 -0.12298  0.388
H3 -2.08323 -1.38054 0.95578  0.376
H4 -0.45176 -1.90434 1.42405  0.370
H5 -0.89641 0.54304 -2.05818  0.379
H6 -1.96276 -0.70551 -1.72462  0.370
H7 -2.05930 0.77748 -0.93526  0.373
C3 1.11623 1.92341 -0.06928  -1.331
C4 1.02224 -1.19598 -0.85250  -0.950
C5 0.58298 0.82050 0.79996  1.151
N2 1.18326 0.33256 1.82848  -0.819
H8 2.15208 0.64472 1.85418  0.252
H9 1.04253 1.69126 -1.13131  0.321
H10 0.55722 2.84475 0.10986  0.286
H11 0.64406 -1.80223 -1.67604  0.351
H12 1.47984 -1.81690 -0.08502  0.363
H13 1.74500 -0.48590 -1.25101  0.378
H14 2.16162 2.12052 0.17103  0.408

Properties
**Frontier orbital gap**: 0.328 Ha
**Lowest unoccupied orbital energy**: 0.0278 hartree
**ΔE to the lowest compared entry with this formula, charge and spin**: 143.1 kcal per mole
**Largest force on an atom**: 6.91 eV Å⁻¹
**HOMO energy**: -8.156 eV

=====

No. 4
Formula: C5H14N2O2
Source: the OMol25 dataset
Level of theory: wB97M-V/def2-TZVPD

Last column: Löwdin spin population.
Geometry (Å):
N1 -1.37743 0.48934 1.42520  0.011
C1 -0.19938 -0.36081 1.44146  0.005
C2 0.67174 -0.16669 2.69786  0.002
C3 0.62667 0.00416 0.19394  0.015
N2 -0.13165 -0.17847 -1.03198  0.042
C4 0.46759 0.56171 -2.18483  0.069
C5 0.01729 2.01914 -2.30926  0.382
O1 -0.74691 2.42111 -3.26892  0.356
H1 -1.99746 0.46995 2.21788  0.001
H2 -1.29685 1.37608 0.95370  0.014
H3 -0.50331 -1.40350 1.30057  0.001
H4 0.09685 0.36651 3.44163  0.001
H5 1.56149 0.38988 2.40917  0.000
H6 0.96799 -1.14653 3.09014  0.000
H7 1.52288 -0.61300 0.19027  0.003
H8 0.85467 1.06231 0.34970  0.005
H9 -1.07922 0.10813 -0.82417  0.008
H10 1.55527 0.57177 -2.11102  0.022
H11 0.07484 0.05675 -3.06079  0.001
H12 0.37816 2.69590 -1.50612  0.049
H13 -0.28439 -2.30129 -0.70487  0.003
H14 -0.55673 -3.21812 -1.83646  0.001
O2 -0.62213 -3.20433 -0.87310  0.007

Properties
**Frontier orbital gap (alpha / beta)**: 0.129 / 0.249 Ha
**Total charge**: -1
**2S+1**: 2
**Expectation value of S²**: 0.754
**Lowest unoccupied orbital energy (alpha / beta)**: 0.1314 / 0.1304 hartree
**ΔE to the lowest compared entry with this formula, charge and spin**: 0.0 kcal per mole
**Largest force on an atom**: 2.06 eV Å⁻¹
**HOMO energy (alpha / beta)**: 0.071 / -3.228 eV

=====

No. 5
Formula: C5H14N2O2
Source: the OMol25 dataset
Level of theory: wB97M-V/def2-TZVPD

Last column: Mulliken charge in e.
Geometry (Å):
C1 0.44034 0.49623 2.42300  -0.161
C2 1.16068 -0.63092 -2.81407  -0.968
C3 -0.88569 0.09032 -1.67775  -0.811
C4 0.46776 1.77149 1.59982  -0.793
N1 0.35056 -0.64471 -1.61728  0.149
H1 0.85318 0.66586 3.41913  0.323
H2 1.05283 -0.29389 1.97636  0.210
H3 1.47490 0.38753 -3.05341  0.305
H4 2.03675 -1.25407 -2.64697  0.317
H5 -1.54612 -0.31812 -2.44884  0.324
H6 0.60507 -1.02814 -3.66723  0.318
H7 -0.68591 1.13228 -1.94339  0.309
H8 -1.38319 0.04926 -0.70879  0.223
H9 -0.10330 2.55747 2.08943  0.327
H10 1.50109 2.10500 1.53167  0.337
H11 0.01697 1.60597 0.62518  0.042
N2 -1.77989 -0.24985 1.68208  -0.419
C5 0.62214 -1.54278 -0.63963  0.155
O1 -0.90656 0.03272 2.77072  -0.337
O2 1.56121 -2.30621 -0.63334  -0.617
H12 -2.00203 -1.24724 1.72068  0.239
H13 -2.68580 0.17540 1.87933  0.208
H14 -0.16499 -1.55361 0.13328  0.318

Properties
**Frontier orbital gap**: 0.368 Ha
**Lowest unoccupied orbital energy**: 0.0284 hartree
**ΔE to the lowest compared entry with this formula, charge and spin**: 69.5 kcal per mole
**SMILES**: CN(C)C=O.CCON
**Largest force on an atom**: 0.90 eV Å⁻¹
**HOMO energy**: -9.236 eV

=====

No. 6
Formula: C5H14N2O2
Source: the OMol25 dataset
Level of theory: wB97M-V/def2-TZVPD

Last column: Mulliken charge in e.
Geometry (Å):
O1 -0.10987 2.14319 -0.18927  -0.661
C1 0.01414 0.95462 -0.42321  0.474
N1 1.19740 0.31066 -0.20489  0.236
C2 1.43449 -1.05309 -0.70226  -1.076
C3 2.40983 1.10608 -0.14470  -0.962
C4 -1.27298 0.13573 -0.69660  0.051
C5 -2.48517 1.06373 -0.66215  -1.468
N2 -1.39314 -0.89388 0.36548  -0.487
H1 2.25414 -1.47933 -0.13067  0.340
H2 0.55328 -1.66653 -0.55696  0.368
H3 1.70217 -1.01444 -1.76224  0.330
H4 3.23725 0.46754 0.14894  0.303
H5 2.30911 1.95051 0.53034  0.311
H6 2.66552 1.56117 -1.11091  0.336
H7 -1.25358 -0.47924 -1.60002  0.396
H8 -3.40753 0.48061 -0.57733  0.410
H9 -2.43363 1.66841 0.21926  0.335
H10 -2.57249 1.60678 -1.60290  0.357
H11 -2.03979 -1.62543 0.10763  0.196
H12 -1.61738 -0.52919 1.28225  0.248
H13 0.44902 -0.83416 2.41807  0.311
H14 0.16487 -2.28693 2.31411  0.327
O2 0.19434 -1.58681 2.97802  -0.675

Properties
**Frontier orbital gap**: 0.365 Ha
**Lowest unoccupied orbital energy**: 0.0259 hartree
**ΔE to the lowest compared entry with this formula, charge and spin**: 24.9 kcal per mole
**SMILES**: C[C@H](N)C(=O)N(C)C.O
**Largest force on an atom**: 1.56 eV Å⁻¹
**HOMO energy**: -9.241 eV

=====

No. 7
Formula: C5H14N2O2
Source: the OMol25 dataset
Level of theory: wB97M-V/def2-TZVPD

Last column: Mulliken charge in e.
Geometry (Å):
C1 -0.83571 -0.38607 1.41397  0.942
C2 -0.75422 0.70958 2.44028  -1.321
C3 0.15394 -1.50209 1.55889  -1.123
N1 -1.79623 -0.53209 0.58445  -0.758
H1 0.42730 0.52536 -0.25470  -0.432
H2 -2.51755 0.18430 0.64024  0.235
H3 -1.35589 -0.31886 -0.98726  0.502
H4 0.18621 1.24549 2.33041  0.302
H5 -0.76910 0.28134 3.44835  0.349
H6 -1.57159 1.41777 2.34310  0.374
H7 1.10981 -1.12681 1.92152  0.294
H8 -0.23169 -2.21820 2.28755  0.373
H9 0.28233 -2.02110 0.61033  0.440
C4 0.73344 1.98798 -1.84575  -1.500
C5 0.36913 0.58447 -1.37978  1.273
N2 1.09802 -1.64835 -1.57670  -0.477
O1 1.37020 -0.27556 -1.91123  -0.332
O2 -0.89536 0.23722 -1.76875  -0.632
H10 2.01573 -2.08278 -1.60824  0.213
H11 0.53782 -2.01818 -2.34680  0.223
H12 1.75983 2.21963 -1.57396  0.347
H13 0.05100 2.70447 -1.39755  0.367
H14 0.63257 2.03249 -2.92836  0.340

Properties
**Frontier orbital gap**: 0.367 Ha
**Lowest unoccupied orbital energy**: 0.0318 hartree
**ΔE to the lowest compared entry with this formula, charge and spin**: 69.4 kcal per mole
**SMILES**: C[C@@H](O)ON.CC(C)=N
**Largest force on an atom**: 2.46 eV Å⁻¹
**HOMO energy**: -9.130 eV

=====

No. 8
Formula: C5H14N2OP
Source: the OMol25 dataset
Level of theory: wB97M-V/def2-TZVPD

Last column: Mulliken charge in e.
Geometry (Å):
C1 1.20897 -1.27625 -0.04228  -0.484
C2 -1.74084 1.15442 0.08458  0.809
C3 -2.26586 1.56872 1.36782  -1.081
C4 -2.70208 1.03619 -1.01387  -1.097
C5 4.56325 0.91448 -0.06582  -0.112
N1 -0.54071 0.77801 -0.07128  0.068
N2 0.51317 -1.92435 1.03934  -0.490
O1 3.41713 0.47371 0.07767  -0.414
P1 0.96436 0.59367 -0.44291  0.098
H1 2.31526 -1.24715 -0.01047  0.395
H2 0.96508 -1.71549 -0.96430  0.369
H3 -1.47155 1.60147 2.15690  0.340
H4 -3.00345 0.83296 1.81857  0.308
H5 -2.86453 2.57922 1.21197  0.320
H6 -2.26431 1.77824 -1.73765  0.334
H7 -3.66129 1.41723 -0.82555  0.378
H8 -2.49079 -0.00642 -1.48341  0.315
H9 5.02416 0.61124 -1.00621  0.236
H10 4.98892 1.79052 0.40338  0.274
H11 -0.51672 -5.26049 -1.04385  0.115
H12 -0.39213 -2.28749 0.78404  0.213
H13 1.00832 -2.55419 1.65476  0.223
H14 0.01427 -5.02456 -0.58040  -0.117

Properties
**Frontier orbital gap**: 0.291 Ha
**Total charge**: +1
**Lowest unoccupied orbital energy**: -0.1646 hartree
**ΔE to the lowest compared entry with this formula, charge and spin**: 87.8 kcal per mole
**Largest force on an atom**: 4.19 eV Å⁻¹
**HOMO energy**: -12.404 eV